A molecular structure, C35H18Cl3CoF9NO3P, computed with ωB97M-V/def2-TZVPD.

Properties
net charge: +1
highest occupied orbital energy (spin up / spin down): -11.884 / -11.993 eV
ΔE to the lowest compared entry with this formula, charge and spin: 6.2 kcal per mole
gap between HOMO and LUMO (spin up / spin down): 8.6 / 5.4 eV
spin multiplicity: 5
<S²>: 6.0368

Last column: Löwdin charge in e.
Element x y z (Å)
1 Co -1.728 -0.434 -0.654  0.59
2 Cl -5.123 -4.052 4.335  0.83
3 C -4.527 -2.865 3.290  -0.63
4 C -3.885 -3.284 2.095  -0.09
5 C -3.397 -2.339 1.269  -0.51
6 Cl -2.635 -2.778 -0.222  0.86
7 C -3.511 -0.916 1.558  -0.41
8 O -3.051 -0.045 0.804  -0.06
9 C -4.199 -0.554 2.788  -0.56
10 Cl -4.348 1.094 3.151  0.84
11 C -4.683 -1.515 3.628  -0.10
12 H -3.808 -4.336 1.857  0.13
13 H -5.182 -1.234 4.546  0.13
14 O -1.200 1.753 -1.072  0.00
15 C -1.655 1.504 -2.205  -0.44
16 N -2.031 0.231 -2.470  0.05
17 C -2.591 0.163 -3.758  -0.40
18 O -3.061 -0.817 -4.271  0.12
19 C -2.485 1.554 -4.333  -0.09
20 C -2.867 2.043 -5.560  0.01
21 C -2.655 3.399 -5.801  -0.05
22 C -2.086 4.224 -4.836  -0.05
23 C -1.705 3.721 -3.594  0.01
24 C -1.913 2.377 -3.373  -0.09
25 H -3.315 1.396 -6.304  0.13
26 H -2.941 3.820 -6.756  0.11
27 H -1.939 5.274 -5.055  0.11
28 H -1.267 4.358 -2.835  0.12
29 F 4.036 -4.971 3.765  0.16
30 C 2.856 -4.519 4.210  -0.59
31 F 3.076 -3.925 5.392  0.16
32 F 2.065 -5.578 4.426  0.15
33 C 2.246 -3.551 3.229  -0.10
34 C 1.010 -3.798 2.668  0.01
35 C 0.472 -2.883 1.769  -0.07
36 C 1.167 -1.729 1.437  -0.35
37 C 2.420 -1.491 2.011  -0.05
38 C 2.957 -2.399 2.902  0.02
39 P 0.487 -0.497 0.286  1.09
40 C 1.646 -0.494 -1.113  -0.34
41 C 1.750 0.626 -1.938  -0.08
42 C 2.566 0.590 -3.059  0.02
43 C 3.266 -0.566 -3.363  -0.10
44 C 3.159 -1.688 -2.557  0.01
45 C 2.352 -1.652 -1.431  -0.05
46 C 4.126 -0.635 -4.599  -0.59
47 F 3.490 -1.287 -5.584  0.16
48 F 4.442 0.583 -5.054  0.15
49 F 5.268 -1.294 -4.357  0.15
50 C 0.723 1.054 1.212  -0.35
51 C 1.738 1.966 0.960  -0.06
52 C 1.831 3.128 1.713  0.02
53 C 0.909 3.378 2.715  -0.10
54 C -0.104 2.469 2.981  0.01
55 C -0.195 1.314 2.224  -0.07
56 C 0.985 4.670 3.485  -0.59
57 F 2.254 5.040 3.696  0.15
58 F 0.381 4.573 4.679  0.15
59 F 0.383 5.661 2.810  0.16
60 H 0.471 -4.701 2.923  0.13
61 H -0.490 -3.088 1.318  0.05
62 H 2.974 -0.592 1.762  0.12
63 H 3.928 -2.218 3.348  0.14
64 H 1.198 1.528 -1.704  0.10
65 H 2.658 1.462 -3.694  0.13
66 H 3.711 -2.587 -2.803  0.13
67 H 2.283 -2.530 -0.799  0.11
68 H 2.468 1.782 0.181  0.11
69 H 2.626 3.836 1.520  0.13
70 H -0.816 2.664 3.772  0.13
71 H -0.990 0.606 2.435  0.09

9 unconnected molecules or ions with the total composition C35H78O10 in a non-equilibrium geometry, computed with ωB97M-V/def2-TZVPD.

Properties
highest occupied orbital energy: -9.867 eV
SMILES: CCCCCCCCCCCCCCCCCCCCC1=C(C)C(=O)C=CC1=O.CO.CO.CO.CO.CO.CO.CO.CO
gap between HOMO and LUMO: 8.9 eV
spin multiplicity: 1

Last column: Löwdin charge in e.
Element x y z (Å)
1 C -2.346 1.691 4.737  -0.10
2 C -3.433 0.651 4.373  -0.27
3 C -3.293 0.118 2.929  -0.22
4 C -3.626 1.219 1.879  -0.19
5 C -4.599 0.773 0.752  -0.19
6 C -4.410 -0.677 0.302  -0.22
7 C -5.082 -1.031 -1.042  -0.18
8 C -5.692 -2.460 -0.961  -0.20
9 C -4.644 -3.585 -1.120  -0.20
10 C -3.957 -4.028 0.179  -0.19
11 C -2.574 -4.725 -0.059  -0.18
12 C -1.400 -3.701 -0.014  -0.20
13 C -0.816 -3.329 -1.402  -0.18
14 C -1.524 -2.089 -2.048  -0.21
15 C -0.622 -0.833 -2.075  -0.19
16 C -0.426 -0.336 -0.631  -0.19
17 C -0.088 1.170 -0.547  -0.20
18 C 0.733 1.536 0.698  -0.21
19 C 2.169 0.975 0.657  -0.18
20 C 3.208 1.861 1.445  -0.10
21 C 4.152 2.501 0.465  -0.10
22 C 5.465 2.345 0.514  -0.14
23 C 6.265 1.580 1.522  -0.01
24 C 6.279 3.006 -0.569  -0.35
25 O 7.251 2.491 -1.027  0.12
26 C 5.795 4.332 -1.085  0.02
27 C 4.501 4.480 -1.125  0.03
28 C 3.611 3.365 -0.634  -0.30
29 O 2.523 3.251 -1.116  0.12
30 H -2.764 2.699 4.721  0.07
31 H -1.998 1.500 5.758  0.06
32 H -1.490 1.572 4.069  0.06
33 H -3.362 -0.234 5.019  0.09
34 H -4.446 1.042 4.521  0.10
35 H -2.256 -0.206 2.776  0.10
36 H -3.933 -0.769 2.872  0.09
37 H -2.682 1.493 1.394  0.09
38 H -4.055 2.065 2.413  0.09
39 H -4.381 1.420 -0.112  0.10
40 H -5.617 1.016 1.063  0.09
41 H -4.885 -1.308 1.062  0.09
42 H -3.347 -0.940 0.346  0.08
43 H -5.858 -0.321 -1.341  0.11
44 H -4.329 -1.057 -1.838  0.10
45 H -6.317 -2.573 -0.068  0.11
46 H -6.389 -2.518 -1.811  0.10
47 H -3.955 -3.287 -1.914  0.09
48 H -5.183 -4.462 -1.505  0.11
49 H -4.563 -4.752 0.736  0.10
50 H -3.750 -3.215 0.879  0.09
51 H -2.567 -5.282 -1.000  0.11
52 H -2.452 -5.391 0.816  0.09
53 H -0.563 -4.107 0.569  0.10
54 H -1.726 -2.796 0.510  0.09
55 H 0.242 -3.057 -1.334  0.10
56 H -0.962 -4.199 -2.048  0.10
57 H -1.913 -2.346 -3.040  0.11
58 H -2.378 -1.879 -1.400  0.06
59 H -1.102 -0.087 -2.719  0.11
60 H 0.319 -1.142 -2.547  0.11
61 H -1.358 -0.535 -0.092  0.08
62 H 0.357 -0.902 -0.112  0.11
63 H -1.034 1.725 -0.483  0.10
64 H 0.404 1.478 -1.477  0.10
65 H 0.198 1.130 1.564  0.11
66 H 0.800 2.627 0.741  0.10
67 H 2.150 -0.035 1.084  0.10
68 H 2.512 0.843 -0.374  0.11
69 H 2.618 2.590 2.012  0.12
70 H 3.685 1.198 2.162  0.10
71 H 6.921 0.841 1.056  0.09
72 H 6.936 2.299 2.013  0.10
73 H 5.684 1.107 2.310  0.07
74 H 6.494 5.099 -1.398  0.12
75 H 4.065 5.397 -1.506  0.13
76 C -4.408 -8.054 1.561  -0.15
77 O -3.154 -7.642 2.097  -0.14
78 H -4.731 -7.312 0.834  0.07
79 H -4.303 -9.023 1.067  0.08
80 H -5.151 -8.126 2.359  0.08
81 H -2.886 -8.311 2.736  0.04
82 C 0.713 3.806 -4.251  -0.16
83 O 1.967 4.224 -3.731  -0.14
84 H 0.374 4.550 -4.969  0.07
85 H 0.811 2.841 -4.757  0.07
86 H -0.024 3.725 -3.446  0.07
87 H 2.253 3.554 -3.096  0.03
88 C -1.152 -7.912 5.389  -0.15
89 O -1.865 -9.014 4.830  -0.13
90 H -1.643 -7.625 6.316  0.08
91 H -0.120 -8.198 5.603  0.08
92 H -1.162 -7.064 4.700  0.08
93 H -1.416 -9.257 4.013  0.07
94 C -4.363 4.433 -0.170  -0.15
95 O -3.988 4.234 1.189  -0.13
96 H -3.807 3.727 -0.783  0.07
97 H -5.434 4.253 -0.300  0.08
98 H -4.121 5.451 -0.487  0.07
99 H -4.487 4.864 1.720  0.08
100 C 8.939 5.241 0.641  -0.15
101 O 9.117 4.942 -0.737  -0.13
102 H 9.164 6.294 0.794  0.08
103 H 7.904 5.047 0.944  0.07
104 H 9.616 4.638 1.252  0.08
105 H 8.913 4.007 -0.854  0.03
106 C 10.214 3.172 -4.238  -0.14
107 O 10.665 2.863 -2.923  -0.12
108 H 11.060 3.101 -4.918  0.08
109 H 9.445 2.462 -4.550  0.06
110 H 9.813 4.188 -4.268  0.08
111 H 9.902 2.931 -2.340  0.04
112 C 6.976 1.193 -6.781  -0.16
113 O 8.393 1.056 -6.760  -0.14
114 H 6.710 1.847 -7.608  0.08
115 H 6.502 0.219 -6.928  0.07
116 H 6.621 1.635 -5.846  0.07
117 H 8.613 0.475 -6.024  0.07
118 C -8.944 0.154 2.111  -0.15
119 O -7.525 0.032 2.086  -0.14
120 H -9.249 0.736 1.245  0.08
121 H -9.411 -0.833 2.062  0.08
122 H -9.266 0.667 3.020  0.08
123 H -7.266 -0.485 2.857  0.08

A molecular structure, C4H4Br2 in a non-equilibrium geometry, computed with ωB97M-V/def2-TZVPD.

Properties
highest occupied orbital energy: -8.988 eV
ΔE to the lowest compared entry with this formula, charge and spin: 46.7 kcal per mole
gap between HOMO and LUMO: 9.6 eV
spin multiplicity: 1

Last column: Löwdin charge in e.
Element x y z (Å)
1 C -0.273 0.139 -1.332  0.04
2 C 0.200 0.124 -0.118  -0.37
3 C -1.297 0.089 0.041  -1.18
4 C 1.445 -0.112 0.719  0.00
5 Br -2.397 1.698 0.196  0.58
6 Br -2.281 -1.528 0.168  0.64
7 H -0.419 -0.055 -2.364  0.09
8 H 1.467 0.674 1.465  0.09
9 H 2.300 0.022 0.178  0.05
10 H 1.254 -1.051 1.047  0.05

A single C5H7NO molecule in a non-equilibrium geometry, computed with ωB97M-V/def2-TZVPD.

Properties
highest occupied orbital energy: -10.673 eV
SMILES: CC[C@@]1(C#N)CO1
ΔE to the lowest compared entry with this formula, charge and spin: 62.7 kcal per mole
gap between HOMO and LUMO: 11.5 eV
spin multiplicity: 1

Last column: Löwdin charge in e.
Element x y z (Å)
1 C 0.533 -1.860 -0.283  -0.10
2 C 0.794 -0.516 0.439  -0.17
3 C -0.214 0.629 0.113  -0.25
4 C -0.344 0.727 -1.344  -0.19
5 N -0.540 0.912 -2.470  0.18
6 C -1.149 1.715 0.776  -0.13
7 O 0.190 1.983 0.802  -0.04
8 H -0.426 -2.305 0.001  0.08
9 H 1.322 -2.566 0.002  0.07
10 H 0.554 -1.784 -1.379  0.07
11 H 0.897 -0.694 1.512  0.11
12 H 1.774 -0.127 0.096  0.13
13 H -1.687 2.323 0.031  0.12
14 H -1.703 1.564 1.705  0.11

Asked for M across the records above, the calculation gives 867.781 658.999 211.884 97.117 u in order.